Entry 1:
Molecular formula: C25H22N4O4
Method: DFT, wB97M-V/def2-TZVPD

Computed properties:
* total charge: 0
* SMILES: O=C(COc1ncnc2cc([N+](=O)[O-])ccc12)N(CCc1ccccc1)Cc1ccccc1
* energy above the lowest of the compared OMol25 structures with the same formula, charge and spin: 74.7 kcal/mol
* spin multiplicity: 1

XYZ file:
```
55
Properties=species:S:1:pos:R:3:forces:R:3:mulliken_charge:R:1
O -1.00949 -0.24712 -0.02676 -0.04 -0.23 -0.17 -0.69
C -0.44679 0.77756 0.30100 -0.21 0.48 0.01 1.12
C -1.20318 2.12106 0.23915 0.19 -0.14 0.15 -0.81
O -2.51949 1.86789 -0.20361 -0.12 0.05 -0.24 -0.41
C -3.26853 1.14214 0.62051 -0.39 -0.31 0.84 0.92
N -2.89208 0.95300 1.86340 0.32 0.54 -0.91 -0.49
C -3.70468 0.23627 2.65101 -0.27 -0.21 0.22 -0.33
N -4.84316 -0.29704 2.33251 -0.22 -0.30 0.51 -0.64
C -5.27182 -0.11152 1.06269 0.40 0.47 -0.67 0.15
C -6.50158 -0.65895 0.65525 -0.32 -0.05 -0.36 -0.24
C -6.92365 -0.46070 -0.63689 1.13 0.40 0.64 0.07
N -8.19172 -1.01789 -1.05857 -0.49 -0.23 -0.09 1.00
O -8.53375 -0.82805 -2.20564 -0.10 0.03 -0.28 -0.61
O -8.83450 -1.63650 -0.24025 -0.18 -0.17 0.18 -0.61
C -6.16660 0.26687 -1.57062 -0.03 0.05 -0.15 -0.53
C -4.96846 0.80775 -1.19079 -0.10 -0.07 0.03 -0.73
C -4.50935 0.63005 0.12406 -0.03 -0.17 0.33 0.18
N 0.82189 0.80202 0.74511 0.18 -0.14 0.16 0.29
C 1.52103 -0.47146 0.82700 -0.10 -0.23 -0.24 -1.22
C 1.98994 -0.97787 -0.54589 0.03 -0.02 0.19 -0.21
C 2.90263 -2.15558 -0.36619 -0.07 0.07 -0.11 -0.19
C 2.38712 -3.43725 -0.22420 0.02 0.03 0.00 -0.37
C 3.23008 -4.51556 -0.02192 -0.01 -0.10 0.03 -0.65
C 4.59979 -4.32378 0.04355 0.06 -0.08 0.02 -0.40
C 5.12207 -3.04898 -0.09373 0.09 0.00 0.03 -0.70
C 4.27756 -1.97151 -0.29491 0.00 -0.01 0.00 0.01
C 1.58662 1.97874 1.11417 0.02 0.05 -0.01 -1.28
C 2.78941 2.14435 0.21578 0.08 0.14 0.08 0.62
C 4.07193 1.90464 0.68848 -0.16 0.06 0.02 -0.23
C 5.16373 2.01184 -0.15665 0.12 -0.01 -0.05 -0.76
C 4.98232 2.35780 -1.48424 0.10 -0.03 0.01 -0.45
C 3.70574 2.60320 -1.96320 -0.11 0.02 -0.07 -0.68
C 2.61636 2.49748 -1.11782 0.07 0.03 0.09 -0.07
H -1.22552 2.58545 1.23065 0.10 0.01 -0.21 0.36
H -0.77005 2.79343 -0.50348 -0.02 -0.04 0.12 0.42
H -3.35862 0.09824 3.66727 0.00 -0.03 0.08 0.42
H -7.09448 -1.22298 1.35790 -0.01 -0.01 0.02 0.55
H -6.55043 0.38108 -2.57259 0.02 0.02 -0.01 0.50
H -4.36108 1.36831 -1.88326 0.01 0.03 -0.11 0.51
H 2.37985 -0.34681 1.48820 -0.03 0.01 0.02 0.37
H 0.83857 -1.20667 1.26153 0.14 0.04 0.04 0.51
H 2.51822 -0.17642 -1.06460 -0.04 -0.04 -0.01 0.23
H 1.11140 -1.25529 -1.12915 0.01 0.06 -0.02 0.44
H 1.31866 -3.58753 -0.27833 -0.14 -0.02 -0.02 0.44
H 2.81800 -5.50846 0.08347 -0.03 -0.08 0.01 0.37
H 5.25844 -5.16536 0.19945 0.05 -0.07 0.01 0.38
H 6.19020 -2.89402 -0.04520 0.09 0.01 0.00 0.40
H 4.68678 -0.97628 -0.40491 0.03 0.11 -0.03 0.32
H 0.95618 2.86463 1.05090 0.00 -0.04 0.07 0.50
H 1.91580 1.86592 2.15411 -0.05 0.11 -0.09 0.34
H 4.22037 1.63237 1.72387 -0.01 -0.04 0.12 0.38
H 6.15659 1.82028 0.22248 0.09 -0.01 0.03 0.42
H 5.83226 2.43525 -2.14524 0.07 0.01 -0.05 0.41
H 3.55883 2.87375 -2.99809 -0.01 0.03 -0.09 0.40
H 1.62065 2.67817 -1.49678 -0.13 0.02 -0.07 0.29
```
Forces are in eV/Å.

=====

Entry 2:
Molecular formula: C25H22NO3PbS2
Method: DFT, wB97M-V/def2-TZVPD

Computed properties:
* total charge: +1
* spin multiplicity: 1
* calculated total energy: -60818.48187 eV

XYZ file:
```
54
Properties=species:S:1:pos:R:3:forces:R:3:mulliken_charge:R:1
C 0.52997 1.03254 1.61113 0.28 -0.04 -0.19 0.08
C 1.83916 0.58656 1.30522 -0.46 0.19 -0.11 -0.28
C 2.38717 1.46125 0.32656 -0.48 0.16 -0.50 -0.91
H 2.34262 -0.24788 1.79733 -0.09 0.37 -0.28 0.39
C 1.39540 2.45544 0.01324 0.34 -0.76 -0.22 -0.56
C 0.24716 2.18026 0.82238 -0.07 -0.52 -0.19 -1.11
H -0.65431 2.78850 0.88772 0.29 -0.17 -0.05 0.43
H -0.11541 0.59711 2.37372 0.12 0.19 -0.26 0.50
H 3.40882 1.44069 -0.05233 -0.30 0.01 0.12 0.46
H 1.54138 3.31983 -0.63971 -0.09 -0.30 0.33 0.50
C -1.65393 -2.21384 -1.18719 0.37 -0.75 1.60 -0.73
C -1.39664 -2.31815 0.20636 -0.02 0.38 -0.58 -0.38
C -1.89380 -1.14067 0.82647 0.59 -1.38 0.14 0.36
H -0.93066 -3.14723 0.74003 -0.21 0.24 -0.35 0.44
C -2.46089 -0.29751 -0.16441 -0.38 -0.36 -3.14 -0.99
C -2.31734 -0.96190 -1.42580 -0.92 2.04 1.69 -0.67
H -2.69830 -0.61025 -2.38425 0.05 -0.12 0.31 0.59
H -1.43590 -2.97600 -1.93054 -0.05 0.18 0.13 0.47
H -1.88418 -0.96764 1.89810 -0.04 0.04 -0.31 0.75
H -2.93918 0.66197 0.02156 0.12 -0.30 -0.14 0.41
Pb 0.37693 0.28198 -1.47835 -0.55 -0.50 5.26 0.97
O 1.08253 0.98880 -3.19985 1.52 1.67 -3.44 -0.40
C 2.32333 0.92347 -3.86409 -0.41 1.45 -0.63 -0.62
C 2.05414 2.28749 -4.46483 -1.12 -0.98 0.67 -0.21
H 3.19402 0.95061 -3.21049 0.01 -0.42 0.03 0.37
H 2.30685 0.14886 -4.62739 0.49 -0.16 0.12 0.38
H 2.25510 3.16881 -3.83561 0.24 -0.35 -0.51 0.37
H 1.94477 4.46787 -5.89668 -0.16 -0.23 -0.35 0.35
C 1.46210 3.62453 -6.40293 0.15 0.00 0.66 -0.39
C 1.30671 2.42089 -5.65554 -0.23 -0.04 -1.37 0.85
C 0.60600 1.34034 -6.30011 0.75 0.03 0.08 -0.19
H 0.40881 0.43077 -5.72204 0.02 0.37 -0.34 0.33
C 0.22874 1.43531 -7.63310 -0.20 -0.04 0.32 -0.66
H -0.27149 0.59334 -8.11961 0.16 0.32 0.25 0.38
C 0.47594 2.60800 -8.36633 0.49 0.29 0.58 -0.30
H 0.21127 2.66780 -9.42265 0.01 -0.03 0.33 0.39
C 1.09305 3.70322 -7.73683 -0.26 -0.06 -0.26 -0.58
H 1.27638 4.62709 -8.29228 -0.08 -0.38 0.21 0.38
O -3.84560 -2.13043 4.78791 0.83 0.47 -0.30 -0.61
S -2.68723 -1.31000 5.03470 0.26 0.04 1.11 1.07
O -2.87627 0.07413 5.40749 0.29 -1.02 -0.62 -0.61
N -1.55496 -1.44294 3.82224 1.91 -0.86 -0.94 -0.43
C -0.42740 -2.09535 4.14591 -4.10 1.99 0.90 0.50
S 0.78394 -2.42125 3.05651 0.87 -0.19 -0.77 -0.04
C -0.40197 -2.46589 5.56767 -0.08 -0.55 1.46 0.67
C 0.58901 -3.09645 6.32400 -0.05 0.14 -0.33 -0.66
C 0.35747 -3.36688 7.67621 -0.48 0.19 0.12 -0.62
C -0.86965 -3.02167 8.27458 0.05 0.09 -0.42 -0.48
C -1.86907 -2.38469 7.51896 0.30 -0.07 -0.14 -0.55
C -1.60581 -2.11556 6.18592 0.17 -0.25 0.61 0.08
H 1.52932 -3.35119 5.83267 -0.14 -0.06 0.32 0.32
H 1.12381 -3.84466 8.28614 -0.17 0.11 -0.26 0.38
H -1.05780 -3.24429 9.32836 0.16 0.06 -0.40 0.39
H -2.83414 -2.09516 7.93386 0.30 -0.13 0.07 0.42
```
Forces are in eV/Å.

=====

Entry 3:
Molecular formula: C25H22NO6S2
Method: DFT, wB97M-V/def2-TZVPD

Computed properties:
* total charge: -1
* energy above the lowest of the compared OMol25 structures with the same formula, charge and spin: 96.5 kcal/mol
* spin multiplicity: 1

XYZ file:
```
56
Properties=species:S:1:pos:R:3:forces:R:3:mulliken_charge:R:1
C -4.08491 -1.35521 5.31245 -0.38 0.19 -0.16 -1.38
C -2.69073 -1.77977 5.01248 0.53 0.20 -0.19 -0.17
O -1.93236 -0.60340 4.65542 -0.21 -1.40 -0.18 -0.21
C -0.78110 -0.88339 3.98286 0.64 0.61 -0.79 0.30
C -0.19330 0.36240 3.47498 -2.58 1.58 0.24 -0.98
N 1.02886 0.36747 3.03877 3.02 -1.98 -1.08 0.43
C 1.67483 1.05716 2.18604 -1.26 0.64 0.43 -0.75
C 3.01119 0.68001 1.78132 1.48 -0.48 0.17 0.57
C 3.91902 1.66417 1.33589 -0.53 -0.28 -0.20 -0.36
C 5.17778 1.30353 0.86976 0.25 -0.26 0.14 -0.59
C 5.56505 -0.04279 0.86742 -0.29 0.03 0.28 -0.32
C 4.69405 -1.02984 1.35838 0.02 0.45 0.20 -0.59
C 3.44375 -0.67105 1.86201 -0.09 0.35 -0.33 -0.23
O -0.32696 -1.97611 3.76736 -0.52 -0.68 0.44 -0.63
H -4.64646 -2.23132 5.58409 -0.44 -0.43 0.08 0.44
H -4.18081 -0.64635 6.12205 0.27 0.23 0.29 0.33
H -4.53100 -0.90481 4.43572 -0.21 0.09 -0.24 0.31
H -2.25074 -2.28615 5.88016 0.22 0.13 -0.25 0.27
H -2.66052 -2.45253 4.14917 0.00 -0.09 0.27 0.32
H -0.94969 0.96205 2.90239 0.51 -0.34 1.04 0.37
H 1.26709 1.97559 1.74705 -0.05 -0.11 -0.15 0.44
H 3.60385 2.71475 1.36230 0.13 -0.43 -0.05 0.39
H 5.88109 2.07570 0.54345 -0.24 -0.28 0.08 0.35
H 6.56632 -0.32570 0.55534 -0.14 0.06 -0.13 0.35
H 5.01042 -2.07581 1.37882 -0.08 0.33 0.02 0.35
H 2.77568 -1.42348 2.30225 0.18 0.44 -0.28 0.40
C -1.59906 6.84306 4.50581 0.28 -0.27 -0.03 -0.57
C -1.05937 5.66961 3.98990 0.08 0.35 0.61 -0.61
C -0.37001 4.85625 4.88677 -0.17 -0.61 0.12 0.24
C -0.28933 5.04190 6.25291 0.02 0.74 -1.03 0.02
C -0.77498 6.25773 6.74158 0.25 -0.18 -0.04 -0.63
C -1.41169 7.14265 5.86395 0.07 0.18 -0.05 -0.47
S 0.40476 3.64068 7.15808 1.12 -2.60 -2.17 1.32
O 1.83306 3.78725 7.33179 -0.16 1.32 1.32 -0.66
O -0.48191 3.44639 8.27766 0.21 0.01 0.39 -0.73
C 0.31901 2.37503 5.88060 0.09 5.79 -0.99 -0.81
C 0.11113 1.02517 5.72943 -2.03 -2.03 -0.83 -0.45
C 1.04049 -0.06673 5.97176 0.20 -0.09 1.73 0.57
C 2.39375 0.05515 5.63330 0.36 -0.08 -0.19 -0.11
C 3.15294 -1.10241 5.43792 -0.27 -0.12 0.91 -0.67
C 2.63536 -2.34512 5.84677 -0.76 0.19 -0.11 -0.41
C 1.37151 -2.41712 6.47768 0.41 0.58 0.20 -0.72
C 0.59653 -1.25497 6.58995 0.47 -0.27 -0.38 -0.18
S 0.14386 3.26072 4.34956 -0.50 -0.32 2.50 1.63
O -1.05391 2.87369 3.62446 0.50 -0.01 -1.05 -0.76
O 1.45823 3.37122 3.75055 -0.44 0.00 -0.89 -0.66
H -2.14842 7.50061 3.82883 0.12 -0.02 0.41 0.35
H -1.21501 5.35159 2.95628 0.18 0.13 0.40 0.44
H -0.59896 6.50497 7.77863 -0.31 0.10 0.11 0.43
H -1.75882 8.11149 6.22546 0.02 -0.33 0.09 0.34
H -0.93683 0.80313 5.56574 0.29 -0.65 0.74 0.60
H 2.82456 1.06748 5.57788 -0.34 -0.53 -0.67 0.43
H 4.16921 -1.04452 5.04691 -0.25 0.05 0.13 0.46
H 3.20817 -3.25736 5.68900 -0.06 0.18 0.06 0.36
H 0.99869 -3.34817 6.91634 0.28 0.27 -0.20 0.35
H -0.29616 -1.18944 7.22777 0.09 -0.35 -0.73 0.49
```
Forces are in eV/Å.

=====

Entry 4:
Molecular formula: C25H22O2P2SeSn
Method: DFT, wB97M-V/def2-TZVPD

Computed properties:
* total charge: 0
* spin multiplicity: 1
* calculated total energy: -120134.67451 eV

XYZ file:
```
53
Properties=species:S:1:pos:R:3:forces:R:3:mulliken_charge:R:1
Sn -10.62248 2.19331 5.59879 0.15 -0.78 0.89 0.43
O -13.03254 1.44829 5.94313 -0.50 -0.07 -0.16 -0.91
P -14.26666 2.31060 5.91928 0.86 0.33 1.50 1.79
C -13.82208 4.00862 5.64695 0.57 0.77 0.45 -1.69
P -12.50254 4.87016 6.59838 -1.17 -1.68 -0.24 1.35
O -11.37977 3.94875 6.98381 0.00 0.13 0.49 -0.84
C -13.36747 5.50190 8.03843 -0.20 0.37 1.35 0.25
C -14.26573 6.58841 8.04290 0.68 -0.17 -2.07 -0.23
C -14.92671 6.98408 9.15851 0.30 -1.33 0.87 -0.65
C -14.69562 6.29065 10.36190 -0.27 1.33 -0.75 -0.46
C -13.74130 5.31261 10.44659 0.32 -0.73 -0.16 -0.82
C -13.11581 4.87599 9.26674 0.75 0.66 -0.08 -0.43
C -11.98900 6.13472 5.51229 -1.26 2.33 -1.01 0.63
C -12.87834 6.86555 4.66523 1.60 -0.69 0.29 -0.27
C -12.36102 7.87321 3.84961 -1.09 -1.08 0.69 -0.67
C -11.01167 8.14045 3.89128 0.79 1.25 0.71 -0.46
C -10.13445 7.53987 4.83308 -2.10 0.80 -1.00 -0.74
C -10.68613 6.58343 5.63943 1.39 -2.04 1.31 -0.46
C -15.42735 2.00183 4.60822 1.72 -0.80 -0.72 0.53
C -16.75707 1.80537 4.73989 -2.10 0.25 -0.40 -0.20
C -17.57009 1.51188 3.61805 0.64 -0.21 0.72 -0.58
C -17.03436 1.26628 2.36504 1.53 0.80 0.46 -0.58
C -15.62619 1.46819 2.23973 -0.27 -0.15 0.11 -0.48
C -14.82908 1.80627 3.35017 -0.52 0.11 -1.53 -0.57
C -15.06929 2.33430 7.57719 0.55 -0.32 -2.77 0.29
C -15.99819 3.26714 7.95025 0.03 0.42 1.00 0.11
C -16.34576 3.26875 9.29286 -1.06 2.29 -0.58 -0.85
C -15.88223 2.35642 10.15944 0.49 -1.43 2.85 -0.24
C -15.05539 1.33207 9.70875 0.28 0.32 0.71 -0.70
C -14.57916 1.36599 8.41354 0.30 -0.84 0.72 -0.73
H -14.72212 4.58238 5.69676 -0.75 0.62 0.07 0.63
H -13.44950 4.06370 4.64746 0.25 -0.08 -1.02 0.87
H -14.41737 7.17027 7.12324 0.08 -0.34 0.24 0.27
H -15.61905 7.78221 9.08176 -0.52 0.66 0.22 0.49
H -15.22456 6.70065 11.18860 -0.19 -0.19 0.95 0.45
H -13.46011 4.88042 11.41514 -0.20 0.11 -0.50 0.41
H -12.26112 4.20506 9.30208 -0.40 -0.33 0.09 0.42
H -13.91584 6.63033 4.56035 -0.49 -0.27 0.20 0.38
H -13.12216 8.39863 3.26384 0.83 0.10 -0.14 0.36
H -10.71700 9.02914 3.34442 0.51 -0.28 -0.24 0.33
H -9.15687 7.91292 5.01219 0.74 0.08 -0.21 0.44
H -10.05822 6.00070 6.37618 -0.54 0.94 -0.86 0.24
H -17.26536 1.96967 5.68783 0.17 -0.15 -0.04 0.32
H -18.60991 1.46330 3.84253 -0.74 -0.21 -0.27 0.41
H -17.62917 1.01772 1.48830 0.04 0.03 0.31 0.38
H -15.15797 1.37045 1.24447 -0.22 -0.01 0.72 0.37
H -13.76260 1.98539 3.15967 -0.30 -0.15 0.39 0.21
H -16.30575 4.11428 7.35493 -0.08 -0.19 -0.37 0.37
H -16.88013 4.12679 9.68707 -0.28 -0.11 -0.13 0.39
H -16.06197 2.45285 11.29547 0.03 -0.22 -2.06 0.30
H -14.71108 0.64651 10.46227 0.30 -0.42 -0.14 0.37
H -13.77846 0.71572 8.04491 -0.46 0.06 0.24 0.42
Se -11.02008 3.27764 3.56794 -0.20 0.53 -1.08 -0.68
```
Forces are in eV/Å.